{
  "formula": "C5H10O2",
  "method": "wB97M-V/def2-TZVPD",
  "e_homo_ev": -9.28,
  "homo_lumo_gap_ev": 10.1,
  "charge": 0,
  "e_tot_ev": -9437.71792,
  "e_above_lowest_ev": 5.325,
  "fmax_ev_per_a": 5.2,
  "multiplicity": 1,
  "elements": ["O", "C", "C", "C", "C", "O", "C", "H", "H", "H", "H", "H", "H", "H", "H", "H", "H"],
  "coordinates": [[-2.268850, 0.546825, 0.054533], [-1.395832, 1.072727, -0.917366], [-0.016452, 0.743773, -0.476706], [0.373859, -0.611769, -0.047754], [1.741477, -1.287694, -0.159894], [1.859151, -1.554854, 1.255428], [0.773554, -0.631866, 1.411114], [-3.154736, 0.712785, -0.283561], [-1.553742, 2.159736, -1.029444], [-1.589730, 0.606818, -1.889392], [-0.125458, 1.300685, 0.799744], [0.719523, 1.288127, -1.069537], [-0.414840, -1.344662, -0.217110], [2.500869, -0.584409, -0.512352], [1.757999, -2.230498, -0.696852], [-0.429294, -0.459653, 1.953481], [1.222502, 0.273929, 1.825669]],
  "forces_ev_per_a": [[-0.7, 0.0, 0.0], [-0.2, -0.4, -0.8], [0.2, 3.2, 4.0], [0.6, -1.3, 0.4], [0.5, -0.3, -1.1], [-1.4, -0.5, 0.1], [-3.5, 2.4, 1.8], [-0.1, -0.2, 0.3], [0.4, -0.3, 0.0], [-0.2, 0.0, -0.2], [0.6, -0.7, -3.8], [0.1, 0.0, 0.3], [0.0, 0.0, 0.0], [0.3, -0.2, 0.1], [0.2, 0.0, -0.3], [3.3, -2.0, -0.1], [0.0, 0.3, -0.6]]
}


{
  "formula": "C28H56O21",
  "method": "wB97M-V/def2-TZVPD",
  "e_homo_ev": -10.71,
  "smiles": "CCOC(=O)OC.CCOC(=O)OC.CCOC(=O)OC.CCOC(=O)OC.CCOC(=O)OC.CCOC(=O)OC.CCOC(=O)OC",
  "homo_lumo_gap_ev": 11.3,
  "charge": 0,
  "e_tot_ev": -72942.67094,
  "e_above_lowest_ev": 0.452,
  "fmax_ev_per_a": 2.1,
  "multiplicity": 1,
  "elements": ["C", "C", "O", "C", "O", "O", "C", "H", "H", "H", "H", "H", "H", "H", "H", "C", "C", "O", "C", "O", "O", "C", "H", "H", "H", "H", "H", "H", "H", "H", "C", "C", "O", "C", "O", "O", "C", "H", "H", "H", "H", "H", "H", "H", "H", "C", "C", "O", "C", "O", "O", "C", "H", "H", "H", "H", "H", "H", "H", "H", "C", "C", "O", "C", "O", "O", "C", "H", "H", "H", "H", "H", "H", "H", "H", "C", "C", "O", "C", "O", "O", "C", "H", "H", "H", "H", "H", "H", "H", "H", "C", "C", "O", "C", "O", "O", "C", "H", "H", "H", "H", "H", "H", "H", "H"],
  "coordinates": [[0.430516, 1.304549, -6.783895], [-0.725872, 1.432504, -5.836583], [-1.288486, 0.110955, -5.608592], [-2.100044, -0.017050, -4.576429], [-2.399280, 0.861186, -3.802569], [-2.498044, -1.272955, -4.502043], [-3.241586, -1.619315, -3.351244], [0.882088, 2.295448, -6.885735], [0.204074, 0.990099, -7.802886], [1.192480, 0.632034, -6.388324], [-1.554333, 2.030498, -6.213615], [-0.364790, 1.795537, -4.875237], [-2.603267, -1.605399, -2.463203], [-3.645587, -2.616223, -3.489539], [-4.070146, -0.940924, -3.137620], [-0.381468, -4.594956, 4.056831], [0.571634, -3.566433, 4.624055], [1.878276, -3.801730, 4.072355], [2.747834, -2.801228, 4.156488], [2.580091, -1.784492, 4.766180], [3.828830, -3.164335, 3.459471], [4.835573, -2.185817, 3.371541], [-1.405432, -4.234599, 4.132859], [-0.240994, -5.555253, 4.546485], [-0.182018, -4.713768, 2.989419], [0.580150, -3.607748, 5.718591], [0.292133, -2.526749, 4.436572], [5.177112, -1.786517, 4.336960], [4.546175, -1.230971, 2.904653], [5.684753, -2.580484, 2.826970], [1.387104, 1.467491, 5.213491], [0.434595, 0.300883, 5.399101], [-0.777823, 0.783814, 5.976521], [-1.725700, -0.121679, 6.108552], [-1.662039, -1.273290, 5.763512], [-2.771204, 0.423583, 6.725569], [-3.954563, -0.380024, 6.830063], [0.998307, 2.129921, 4.443431], [2.344631, 1.057122, 4.891641], [1.560078, 1.942723, 6.177408], [0.880579, -0.431442, 6.070998], [0.294475, -0.194483, 4.438828], [-4.771051, 0.334696, 6.856127], [-3.895091, -1.000320, 7.720999], [-4.073971, -1.019184, 5.957072], [2.076838, -1.700130, -5.075146], [2.288183, -1.207363, -3.643004], [3.242767, -0.148380, -3.548961], [4.512408, -0.516103, -3.402022], [4.915561, -1.617638, -3.150396], [5.265747, 0.553464, -3.648682], [6.699211, 0.433378, -3.543543], [1.122878, -1.331319, -5.461083], [2.035345, -2.787030, -5.072539], [2.808250, -1.317333, -5.785114], [2.563922, -2.010005, -2.961301], [1.342343, -0.802925, -3.283291], [7.014745, -0.538288, -3.185473], [6.999011, 1.256419, -2.901831], [7.037078, 0.596138, -4.566295], [4.541673, 3.266983, -0.719098], [4.161691, 2.009903, 0.031232], [4.940394, 0.915983, -0.446505], [6.106956, 0.666053, 0.126978], [6.567203, 1.255722, 1.070494], [6.666250, -0.345307, -0.511841], [7.976756, -0.768043, -0.133067], [5.594747, 3.466384, -0.490541], [4.017082, 4.166980, -0.402892], [4.439548, 3.130998, -1.794566], [3.143492, 1.706055, -0.210514], [4.254388, 2.145729, 1.107049], [8.604820, 0.101038, 0.042976], [8.369773, -1.365690, -0.950663], [7.891726, -1.419743, 0.735376], [-11.429352, 3.639231, -0.484576], [-10.742291, 2.299786, -0.653819], [-9.465472, 2.575515, -1.271582], [-8.634844, 1.541229, -1.344531], [-8.935299, 0.394021, -1.177646], [-7.414644, 1.993003, -1.614695], [-6.433915, 1.059067, -2.006747], [-12.285448, 3.544823, 0.183178], [-11.767047, 4.002127, -1.453313], [-10.746007, 4.371482, -0.055709], [-11.324265, 1.686402, -1.342311], [-10.556635, 1.751987, 0.266840], [-6.845905, 0.213293, -2.566875], [-5.938329, 0.687371, -1.110787], [-5.710637, 1.448175, -2.722680], [1.903134, -1.125772, 0.496572], [1.039947, -0.591734, 1.604987], [-0.345391, -0.573588, 1.199246], [-0.731604, 0.510035, 0.538527], [-0.080608, 1.507612, 0.375360], [-1.934635, 0.280822, 0.026794], [-2.533221, 1.371333, -0.688358], [2.118358, -2.195126, 0.536943], [2.871550, -0.628027, 0.406923], [1.434953, -0.963247, -0.474175], [1.313722, 0.416173, 1.923726], [1.026655, -1.175771, 2.524905], [-1.815110, 1.913146, -1.298032], [-2.966912, 2.024168, 0.068570], [-3.270233, 0.960869, -1.367696]],
  "forces_ev_per_a": [[0.5, 0.3, -0.4], [-0.4, -0.6, 0.2], [0.4, -0.2, -0.5], [0.2, 0.7, 0.4], [-0.1, 0.0, 0.0], [-0.1, -0.6, -0.4], [-0.3, 0.0, 1.0], [0.1, 0.0, 0.1], [-0.4, -0.2, 0.2], [-0.1, 0.1, 0.0], [0.2, 0.3, 0.1], [-0.2, 0.2, 0.0], [0.1, -0.1, -0.1], [0.2, -0.1, -0.2], [0.1, 0.1, -0.4], [0.3, 0.4, -0.5], [-0.4, 0.6, 0.6], [0.0, -0.2, -0.1], [-0.3, -1.0, 0.0], [0.2, 0.7, 0.0], [-0.1, 0.3, -0.1], [0.9, 1.8, 0.4], [0.0, -0.1, 0.3], [-0.2, -0.1, 0.0], [0.0, -0.1, 0.0], [0.4, -0.2, -0.1], [-0.2, -0.2, -0.4], [-0.1, -0.8, 0.2], [-0.5, -0.6, -0.4], [-0.1, -0.3, 0.0], [-0.2, -0.6, 0.2], [1.2, -0.1, 0.0], [-0.1, 0.4, -0.2], [-0.4, -0.5, 0.4], [0.1, -0.3, -0.3], [-0.1, 0.4, -0.1], [0.2, 0.0, -0.3], [0.1, 0.3, 0.2], [0.0, 0.0, -0.1], [-0.1, 0.4, -0.2], [-0.1, -0.1, 0.0], [-0.5, 0.0, 0.1], [-0.1, -0.1, 0.3], [-0.1, 0.1, 0.1], [0.1, 0.0, 0.0], [-0.5, 0.2, 0.0], [-0.4, -0.2, 0.1], [-0.3, 0.3, 0.0], [0.5, 0.0, -0.3], [0.0, -0.3, 0.1], [-0.1, 0.1, 0.3], [-0.7, 0.3, -0.6], [0.0, -0.2, 0.1], [0.2, 0.0, -0.3], [0.4, -0.3, 0.2], [0.2, 0.0, -0.1], [0.2, 0.3, 0.1], [-0.1, 0.0, 0.2], [0.3, -0.1, 0.1], [0.4, 0.0, 0.1], [0.9, 0.1, 0.2], [-0.8, 0.5, -0.2], [0.0, -0.5, -0.3], [0.1, 0.4, 0.5], [0.2, 0.0, 0.1], [0.0, -0.5, -0.7], [-0.3, 0.0, 0.2], [0.0, 0.0, -0.2], [-0.4, -0.2, 0.1], [-0.1, 0.0, 0.0], [-0.1, 0.1, 0.2], [0.2, -0.2, 0.0], [0.1, -0.1, 0.2], [-0.1, 0.1, -0.2], [0.2, 0.2, 0.2], [0.2, -0.1, 0.2], [0.0, 0.2, -0.5], [0.2, 0.3, 0.2], [-0.1, 0.0, 0.0], [-0.1, -0.5, 0.0], [0.1, 1.0, -0.7], [0.3, -1.4, -0.2], [-0.1, 0.0, -0.1], [0.0, 0.1, 0.0], [0.0, 0.0, 0.0], [0.1, -0.3, 0.2], [-0.1, 0.1, 0.1], [-0.4, 0.0, 0.5], [0.2, -0.1, -0.1], [-0.1, 0.9, 0.4], [0.7, -0.3, -0.7], [-0.4, 0.4, 0.7], [-0.1, -0.3, 0.2], [0.1, -0.1, -0.5], [0.2, 0.3, 0.1], [-0.2, -0.3, -0.2], [0.1, 0.3, 0.3], [-0.2, 0.0, 0.3], [0.0, 0.1, 0.3], [-0.2, 0.1, 0.0], [0.1, 0.0, -0.3], [0.2, -0.3, -0.2], [0.2, 0.0, 0.2], [-0.2, 0.2, -0.3], [-0.1, -0.2, 0.2]]
}


{
  "formula": "C21H22N8OSW",
  "method": "wB97M-V/def2-TZVPD",
  "e_homo_ev": [-14.06, -14.06],
  "homo_lumo_gap_ev": [6.3, 6.3],
  "charge": 2,
  "e_tot_ev": -48748.98696,
  "e_above_lowest_ev": 0.000,
  "fmax_ev_per_a": 0.1,
  "multiplicity": 1,
  "elements": ["W", "C", "C", "C", "C", "C", "C", "N", "C", "C", "C", "C", "C", "C", "N", "N", "C", "C", "C", "C", "C", "N", "H", "H", "H", "H", "H", "H", "H", "H", "H", "H", "H", "H", "H", "C", "C", "N", "N", "C", "S", "N", "N", "H", "H", "H", "H", "H", "H", "C", "O", "H", "H", "H"],
  "coordinates": [[0.850547, 0.237668, 0.325871], [-4.381200, 0.045647, -1.599163], [-3.783422, -1.142144, -1.195511], [-2.400585, -1.225522, -1.086055], [-1.627041, -0.111226, -1.389872], [-2.213774, 1.078535, -1.806303], [-3.598425, 1.152242, -1.905642], [-0.194099, -0.190775, -1.250686], [0.514121, -0.585803, -2.427185], [-0.036254, -1.050346, -3.608249], [0.833570, -1.382008, -4.642329], [2.207453, -1.253786, -4.495845], [2.755423, -0.780529, -3.306403], [1.890256, -0.452463, -2.289255], [2.273448, 0.064401, -1.010589], [2.513724, -0.927193, -0.039758], [3.356985, -0.404851, 0.989876], [4.624489, -0.824783, 1.316677], [5.221029, -0.193447, 2.400874], [4.536145, 0.795504, 3.101687], [3.260229, 1.142335, 2.706288], [2.688777, 0.539219, 1.656375], [-5.457311, 0.103490, -1.693120], [-4.392218, -2.010653, -0.980336], [-1.915397, -2.151311, -0.797682], [-1.588914, 1.926349, -2.060735], [-4.062746, 2.071170, -2.237615], [-1.105129, -1.163278, -3.727257], [0.426813, -1.747063, -5.575172], [2.861678, -1.513324, -5.316249], [3.822988, -0.658118, -3.185268], [5.115010, -1.604300, 0.752039], [6.221438, -0.473415, 2.702970], [4.988842, 1.289560, 3.948958], [2.683872, 1.895632, 3.226024], [-4.194380, 0.411561, 2.426329], [-3.116759, -0.595554, 2.534090], [-3.183639, -1.756453, 3.098942], [-1.950031, -2.320593, 2.923770], [-1.118001, -1.540631, 2.255573], [0.480975, -1.800877, 1.703427], [-1.840407, -0.431236, 2.009708], [-1.282294, 0.633539, 1.303726], [-5.094132, 0.008699, 2.883795], [-4.402243, 0.638322, 1.378281], [-3.924428, 1.334009, 2.942977], [-1.768597, -3.246632, 3.284926], [-1.155454, 1.434495, 1.922607], [-1.912046, 0.903889, 0.539773], [1.564077, 3.220767, 0.669345], [0.707910, 2.080280, 0.515618], [1.569309, 3.534728, 1.711700], [1.156337, 4.017825, 0.052313], [2.573481, 2.978449, 0.341737]],
  "forces_ev_per_a": [[0.1, 0.1, 0.1], [0.0, 0.0, 0.0], [0.0, 0.0, 0.0], [0.0, 0.0, 0.0], [0.0, 0.0, 0.0], [0.0, 0.0, 0.0], [0.0, 0.0, 0.0], [0.0, 0.0, -0.1], [0.0, 0.0, 0.0], [0.0, 0.0, 0.0], [0.0, 0.0, 0.0], [0.0, 0.0, 0.0], [0.0, 0.0, 0.0], [0.0, 0.0, 0.0], [0.0, -0.1, 0.0], [0.0, 0.0, 0.0], [0.0, 0.0, 0.0], [0.0, 0.0, 0.0], [0.0, 0.0, 0.0], [0.0, 0.0, 0.0], [0.0, 0.0, 0.0], [0.0, 0.0, 0.0], [0.0, 0.0, 0.0], [0.0, 0.0, 0.0], [0.0, 0.0, 0.0], [0.0, 0.0, 0.0], [0.0, 0.0, 0.0], [0.0, 0.0, 0.0], [0.0, 0.0, 0.0], [0.0, 0.0, 0.0], [0.0, 0.0, 0.0], [0.0, 0.0, 0.0], [0.0, 0.0, 0.0], [0.0, 0.0, 0.0], [0.0, 0.0, 0.0], [0.0, 0.0, 0.0], [0.0, 0.0, 0.0], [0.0, 0.0, 0.0], [0.0, 0.0, 0.0], [0.1, 0.0, 0.0], [-0.1, 0.0, 0.0], [0.0, 0.0, 0.0], [0.0, 0.0, 0.0], [0.0, 0.0, 0.0], [0.0, 0.0, 0.0], [0.0, 0.0, 0.0], [0.0, 0.0, 0.0], [0.0, 0.0, 0.0], [0.0, 0.0, 0.0], [0.0, 0.0, 0.0], [-0.1, 0.0, 0.0], [0.0, 0.0, 0.0], [0.0, 0.0, 0.0], [0.0, 0.0, 0.0]]
}


{
  "formula": "C2H7S2",
  "method": "wB97M-V/def2-TZVPD",
  "e_homo_ev": -2.26,
  "homo_lumo_gap_ev": 5.5,
  "charge": -1,
  "e_tot_ev": -23858.38479,
  "e_above_lowest_ev": 0.830,
  "fmax_ev_per_a": 1.5,
  "multiplicity": 1,
  "elements": ["C", "S", "H", "H", "H", "H", "C", "S", "H", "H", "H"],
  "coordinates": [[1.419993, 0.315528, 0.190859], [3.214406, -0.114648, -0.100587], [1.170177, 1.076982, -0.521677], [0.846838, -0.581677, 0.041383], [1.348345, 0.650811, 1.214122], [3.366155, -0.945236, 0.937252], [-2.340858, -0.154497, -0.482189], [-1.658492, 0.724639, 1.008240], [-1.477896, -0.681801, -0.891501], [-3.129408, -0.867210, -0.226406], [-2.759259, 0.577109, -1.169497]],
  "forces_ev_per_a": [[1.3, -0.7, 0.3], [-0.1, 0.2, -0.2], [-0.2, 0.3, -0.1], [-0.4, 0.0, 0.0], [-0.3, 0.2, -0.1], [-0.1, 0.0, 0.0], [0.5, 0.4, 1.0], [-0.5, -0.1, -0.1], [-0.3, -0.1, -0.5], [0.1, 0.0, 0.0], [0.1, -0.1, -0.3]]
}